(1)
A 4-piece molecular cluster, C13H31ClO11PS overall, computed with the ωB97M-V functional and the def2-TZVPD basis.

```
58
Properties=species:S:1:pos:R:3:forces:R:3
O 9.98517 -0.99496 -2.04178 -0.037 -0.016 -0.064
S 10.20882 -0.18228 -3.18965 0.043 0.008 -0.006
O 10.07377 -0.69172 -4.51467 -0.022 -0.004 0.039
Cl 12.20541 0.42678 -3.04000 0.051 0.016 0.026
C 9.41514 1.40528 -3.04528 -0.070 0.050 -0.004
C 7.98125 1.38828 -3.57883 0.010 0.010 0.069
C 7.01036 0.46854 -2.84174 0.000 0.007 -0.009
C 5.56551 0.70762 -3.23715 0.004 0.014 0.063
P 4.37839 -0.69060 -2.62540 0.076 -0.035 -0.047
H 9.45760 1.64813 -1.98262 0.031 -0.034 -0.015
H 10.05545 2.08796 -3.60372 -0.024 -0.026 -0.002
H 7.62848 2.42019 -3.48037 0.019 0.003 -0.048
H 7.99791 1.15860 -4.64652 -0.017 -0.012 0.013
H 7.13242 0.61260 -1.76203 -0.015 -0.013 -0.011
H 7.25718 -0.58360 -3.03870 0.009 0.015 0.002
H 5.20641 1.66139 -2.82771 -0.008 0.012 -0.053
H 5.46177 0.73107 -4.32898 0.014 -0.030 0.003
H 5.07345 -1.60664 -3.59123 -0.008 0.016 0.007
H 5.35461 -1.07406 -1.56883 -0.015 -0.011 -0.007
H 3.70193 0.23006 -1.67694 -0.002 -0.002 -0.005
H 3.41031 -0.29967 -3.69966 -0.007 0.016 -0.006
H 3.48746 -1.78071 -2.21050 -0.003 0.001 0.005
C -1.99699 1.96135 -1.26206 -0.027 -0.026 0.040
O -0.69743 1.71510 -1.79599 -0.002 -0.017 -0.009
C -0.69157 1.36505 -3.08557 -0.025 0.083 -0.131
O -1.67709 1.28318 -3.78230 -0.008 -0.054 0.013
O 0.55455 1.15111 -3.46017 -0.026 0.052 0.143
C 0.73626 0.75227 -4.82296 0.040 -0.044 0.006
H -1.84199 2.22818 -0.22117 0.003 0.002 -0.003
H -2.48458 2.77533 -1.79801 -0.002 0.000 0.005
H -2.61733 1.06895 -1.32520 -0.004 0.005 0.009
H 0.36367 1.52531 -5.49456 0.002 0.004 0.006
H 0.20825 -0.18079 -5.01319 -0.011 0.008 -0.003
H 1.80698 0.60420 -4.92480 -0.002 -0.018 -0.001
C -5.05937 -1.07802 2.98120 -0.010 -0.043 0.101
O -6.10069 -0.81543 2.03134 -0.010 0.015 0.013
C -5.72628 -0.03830 1.01577 -0.012 -0.023 -0.053
O -4.63473 0.44239 0.86215 0.045 0.033 0.018
O -6.76550 0.11602 0.19570 0.006 0.002 0.005
C -6.47974 0.91258 -0.96202 -0.004 -0.002 -0.003
H -5.50812 -1.71082 3.74138 -0.008 0.007 -0.006
H -4.22521 -1.58909 2.50490 -0.002 0.022 -0.023
H -4.70495 -0.14858 3.42400 0.016 0.003 -0.022
H -5.68724 0.45698 -1.55261 -0.003 0.000 0.000
H -6.17479 1.91531 -0.66839 -0.003 -0.001 -0.001
H -7.40627 0.94428 -1.52623 0.005 0.004 -0.005
C -7.37262 -0.14448 6.21362 0.005 0.037 -0.058
O -6.70702 -1.40066 6.38580 0.009 -0.015 -0.025
C -6.77356 -1.89756 7.61928 0.014 0.014 0.007
O -7.33195 -1.38774 8.55587 -0.008 -0.002 0.000
O -6.11412 -3.05443 7.63954 -0.003 -0.002 0.000
C -6.09550 -3.70015 8.91722 0.002 -0.002 -0.006
H -7.22475 0.11870 5.17057 -0.012 0.003 0.002
H -8.43409 -0.23970 6.43394 0.007 -0.014 0.014
H -6.93493 0.61148 6.86283 -0.001 -0.013 0.012
H -7.10879 -3.92585 9.24437 0.002 -0.001 -0.001
H -5.61287 -3.06475 9.65745 0.000 -0.002 -0.002
H -5.52845 -4.61368 8.77054 -0.002 -0.001 0.008
```
Forces are in eV/Å.

The value obtained for the molar mass is 461.9 g mol⁻¹. The calculation puts the max |F| at 0.0031 Eh/bohr. The HOMO energy is -3.2 eV. The calculation puts the total energy at -69149.90807 eV. Its charge is -1.

=====

(2)
A 4-piece molecular cluster, C13H31FN3O6P overall in a non-equilibrium geometry, computed with the ωB97M-V functional and the def2-TZVPD basis.

```
55
Properties=species:S:1:pos:R:3:forces:R:3
O 1.60411 0.63211 0.84370 -1.080 0.718 -1.007
C 1.83255 1.05103 -0.54783 0.414 0.157 -0.886
C 1.11552 0.05266 -1.67219 1.876 -0.527 0.082
C 0.26564 -1.18203 -1.01440 1.226 0.395 -0.526
P -1.54920 -0.79489 -0.58129 -0.271 -1.470 1.202
F -1.58324 -0.55444 1.17918 0.608 0.421 -2.865
C -2.17077 0.85158 -1.31266 -0.079 1.458 0.551
O -3.51978 0.57021 -1.90342 3.408 2.863 -1.581
O -4.10448 -0.34786 -1.16749 -3.226 -2.528 3.291
H 0.64565 0.73922 1.11929 1.530 -0.116 -0.890
H 1.51709 2.15926 -0.76891 0.437 -2.049 0.684
H 3.01467 1.01377 -0.71185 -2.721 -0.009 0.543
H 2.03055 -0.44593 -2.25468 -2.056 1.060 1.111
H 0.54190 0.68666 -2.47281 0.866 -1.373 1.672
H 0.77393 -1.67052 -0.05686 -0.991 1.349 -1.974
H 0.25891 -2.05567 -1.82695 -0.458 1.911 1.765
H -1.52796 1.29844 -2.18201 -1.265 -0.743 1.799
H -2.38253 1.61677 -0.42917 0.802 -1.347 -1.794
H -4.68007 0.07659 -0.45582 0.827 -0.294 -1.261
C -0.40958 0.14855 4.00670 0.175 0.130 -0.389
N 0.78992 0.90598 4.27549 0.344 0.178 0.630
C 1.42196 1.08273 5.47131 0.702 0.567 -0.442
C 0.82591 0.42221 6.68415 0.001 -0.055 0.241
O 2.44300 1.76304 5.53172 -0.488 -0.339 0.096
H -0.16552 -0.62515 3.27489 -0.342 -0.074 0.071
H -1.15194 0.82798 3.58149 -0.216 -0.289 0.010
H -0.81671 -0.31737 4.90483 0.145 0.136 -0.129
H 1.24615 1.37852 3.50368 -0.037 -0.163 0.149
H 1.43389 0.64952 7.56287 -0.035 0.037 -0.290
H -0.18574 0.80110 6.85480 0.026 -0.220 0.003
H 0.80784 -0.66251 6.54597 -0.187 0.093 0.069
C 6.77979 3.77033 -1.54560 -0.188 0.255 0.314
N 5.44114 3.89704 -2.07164 -0.335 -0.248 -0.535
C 4.92901 3.34371 -3.20840 -0.845 0.390 0.130
C 5.84104 2.48861 -4.04480 0.035 -0.132 -0.191
O 3.75864 3.55066 -3.51889 0.526 -0.190 0.099
H 6.71197 3.33184 -0.54717 0.328 -0.003 -0.026
H 7.21215 4.77099 -1.47305 0.272 -0.167 0.078
H 7.41554 3.14522 -2.17371 -0.204 0.118 0.069
H 4.77175 4.45946 -1.55905 0.186 -0.140 -0.126
H 5.29862 2.11610 -4.91685 -0.009 0.165 0.243
H 6.69168 3.08154 -4.39260 0.041 -0.199 0.090
H 6.18784 1.63200 -3.46001 0.157 0.113 -0.106
C -4.49781 -4.57141 -1.83926 0.234 0.352 -0.015
N -5.09569 -3.39998 -1.24340 -0.695 0.060 0.386
C -6.30247 -3.29945 -0.61549 0.338 0.779 0.020
C -7.14425 -4.54160 -0.51054 -0.229 -0.095 0.079
O -6.66898 -2.21974 -0.15846 0.058 -0.387 -0.077
H -3.54320 -4.75598 -1.34087 0.010 -0.258 -0.176
H -4.31971 -4.36118 -2.89643 0.088 -0.306 -0.019
H -5.13172 -5.45406 -1.74678 0.067 0.214 0.018
H -4.58376 -2.52595 -1.27711 -0.009 -0.089 -0.046
H -8.07537 -4.31177 0.01258 0.249 0.094 -0.101
H -7.39000 -4.91014 -1.51049 0.076 -0.143 0.145
H -6.60786 -5.30776 0.05633 -0.088 -0.058 -0.188
```
Forces are in eV/Å.

The value obtained for the molar mass is 375.4 g mol⁻¹. The SMILES is OCCCP(F)COO.CNC(C)=O.CNC(C)=O.CNC(C)=O. The calculation puts the max |F| at 0.1022 Eh/bohr. The HOMO energy is -8.8 eV. The calculation puts the total energy at -42740.92626 eV.

=====

(3)
A 3-piece molecular cluster, C13H31N2O8P overall in a non-equilibrium geometry, computed with the ωB97M-V functional and the def2-TZVPD basis.

```
55
Properties=species:S:1:pos:R:3:forces:R:3
C -1.68254 1.62393 2.18681 0.056 0.455 -0.114
O -1.55995 1.24261 0.82928 0.061 -0.097 0.029
C -2.09404 -0.01148 0.49148 1.130 -0.366 -0.870
C -1.29832 -1.14480 1.17402 0.606 0.072 -0.398
N 0.15979 -0.97253 1.06387 -0.220 0.135 0.373
N -3.52563 -0.15652 0.67755 -0.124 0.921 1.000
C -3.94335 -0.93568 1.83251 -0.185 -0.316 0.583
C -4.42419 -2.31537 1.50329 0.388 -0.083 0.446
O -3.89411 -0.51890 2.96404 0.040 0.043 -0.760
C -4.30617 0.98100 0.37934 -0.162 0.255 -0.540
C -5.65254 1.05040 1.05404 -0.104 0.035 -0.397
O -3.93720 1.83155 -0.39684 0.100 -0.472 0.438
P -1.80662 -0.15413 -1.37651 -1.863 0.306 -0.904
O -3.02300 -0.45824 -2.13001 -0.066 -0.213 0.175
O -1.19610 1.22652 -1.89210 0.743 -0.468 0.412
O -0.70701 -1.30897 -1.58849 0.367 0.644 0.505
H -1.20070 2.58939 2.27194 0.158 0.164 -0.068
H -1.18523 0.94166 2.86933 -0.045 -0.270 0.118
H -2.72203 1.75978 2.46029 -0.243 -0.191 0.172
H -1.56119 -2.08060 0.69124 -0.225 -0.229 0.070
H -1.51681 -1.19897 2.23234 -0.325 -0.147 0.174
H 0.39421 -0.28639 0.35836 0.077 -0.127 -0.191
H 0.47367 -0.55016 1.92632 0.236 -0.002 0.118
H -3.74273 -2.79208 0.81029 -0.043 -0.014 -0.386
H -4.43618 -2.89605 2.41602 -0.161 -0.098 0.206
H -5.42168 -2.28989 1.08220 -0.149 0.075 -0.268
H -5.56607 1.34434 2.09154 0.077 -0.104 0.267
H -6.23524 1.79738 0.53568 -0.057 0.204 -0.149
H -6.18540 0.10845 0.97000 -0.045 -0.224 0.194
H -0.51032 1.54887 -1.28880 0.012 0.311 0.011
H -0.26039 -1.11446 -2.41790 0.218 -0.251 -0.280
C 4.07679 -1.53868 0.10066 0.066 0.090 0.077
C 4.02674 -2.97095 0.61601 -0.281 0.094 -0.278
C 3.93527 -3.97029 -0.52790 0.039 -0.100 0.050
O 2.92770 -3.13314 1.50597 0.144 -0.077 0.057
H 3.16246 -1.30746 -0.45460 -0.007 -0.061 -0.042
H 4.14260 -0.83465 0.93023 0.022 -0.010 0.017
H 4.93339 -1.38290 -0.55821 -0.006 -0.007 -0.011
H 4.92022 -3.17635 1.20686 -0.017 -0.009 0.077
H 3.02046 -3.80497 -1.10357 0.014 0.066 -0.025
H 3.90041 -4.98902 -0.14233 0.028 0.002 0.020
H 4.78806 -3.88220 -1.20304 -0.006 0.007 -0.012
H 2.12054 -2.94195 1.01233 -0.118 0.139 0.093
C 2.18110 3.02612 -3.07746 -0.178 -0.016 -0.024
C 2.71954 3.19693 -1.66826 0.255 -0.102 -0.301
C 4.18535 3.60118 -1.67018 0.012 0.000 0.156
O 2.53887 1.98934 -0.92654 -0.291 0.003 0.224
H 2.72659 2.23827 -3.60452 0.089 0.047 0.000
H 1.13035 2.73446 -3.05501 -0.019 0.051 -0.005
H 2.27150 3.94958 -3.65009 0.010 -0.009 -0.021
H 2.13434 3.95371 -1.14479 -0.040 -0.055 0.088
H 4.79211 2.82967 -2.15204 -0.025 0.013 -0.076
H 4.55167 3.71765 -0.65026 -0.024 0.027 0.007
H 4.33608 4.53986 -2.20398 -0.001 -0.005 -0.020
H 3.04492 1.29516 -1.36038 0.081 -0.037 -0.018
```
Forces are in eV/Å.

The value obtained for the molar mass is 374.4 g mol⁻¹. The SMILES is CO[C@@](CN)(N(C(C)=O)C(C)=O)P(=O)(O)O.CC(C)O.CC(C)O. The calculation puts the max |F| at 0.0407 Eh/bohr. The HOMO energy is -9.8 eV. The calculation puts the total energy at -42634.71172 eV. The calculation puts the energy above the lowest of the compared OMol25 structures with the same formula, charge and spin at 0.00 kJ/mol.

=====

(4)
A 5-piece molecular cluster, C13H32BrClF3N6O5P2 overall in a non-equilibrium geometry, computed with the ωB97M-V functional and the def2-TZVPD basis.

```
63
Properties=species:S:1:pos:R:3:forces:R:3
N 3.21232 -1.36065 4.36708 -0.349 0.121 -0.194
P 2.25389 -1.80596 3.25305 0.412 1.141 1.146
N 3.12603 -3.17233 2.23428 -1.412 -0.260 -0.664
Br 4.64336 -2.37089 1.39897 0.311 0.263 -0.336
P 3.73430 -4.45440 3.56942 0.531 0.262 0.677
O 2.29854 -4.92098 4.08158 0.088 -0.251 -0.263
Cl 4.30429 -5.98238 2.38216 -0.029 -0.055 -0.124
C 2.18043 -3.65591 1.16533 0.326 0.382 0.022
F 2.71769 -4.59395 0.41998 -0.091 -0.051 0.069
F 1.07390 -4.10718 1.75627 0.188 -0.155 -0.033
F 1.84672 -2.63612 0.39012 -0.086 0.076 -0.014
H 3.46099 -0.37778 4.29576 0.462 -0.173 0.081
H 1.82173 -0.84468 2.32605 -0.030 -0.367 -0.444
H 1.13746 -2.46490 3.76069 0.023 -0.564 -0.515
H 1.87818 -5.62247 3.55649 -0.187 0.061 0.188
C -0.09082 2.19489 0.69847 0.041 0.047 0.041
O 0.95704 1.93393 1.26970 -0.006 -0.019 0.012
N -0.99530 1.26227 0.35445 0.009 0.121 -0.081
C -2.24921 1.55626 -0.31560 0.053 -0.227 0.092
C -0.66213 -0.10083 0.69866 0.119 0.004 0.064
H -0.38019 3.22071 0.42279 0.011 -0.010 0.001
H -3.08010 1.22177 0.30589 -0.084 -0.023 -0.110
H -2.28759 1.03297 -1.27276 -0.079 0.059 -0.035
H -2.34467 2.62566 -0.49240 0.071 0.028 0.030
H -0.51736 -0.15756 1.78075 -0.053 -0.195 -0.002
H 0.27836 -0.37429 0.21356 -0.034 -0.107 0.015
H -1.44968 -0.78356 0.39210 -0.086 0.085 0.000
C -3.88886 4.33054 -3.34583 0.056 0.125 0.137
O -4.89471 4.68523 -2.76404 -0.005 -0.085 -0.003
N -3.85939 3.44660 -4.36131 0.027 -0.098 -0.069
C -2.62612 3.05965 -5.01373 -0.156 -0.011 -0.007
C -5.11682 2.87028 -4.81192 0.022 0.081 0.075
H -2.88896 4.71616 -3.07580 0.005 -0.022 -0.050
H -2.65697 3.31229 -6.07507 0.050 -0.003 -0.010
H -2.46170 1.98408 -4.91736 0.044 0.001 -0.014
H -1.78955 3.58394 -4.55619 0.006 0.018 0.010
H -5.79435 3.65471 -5.14787 -0.024 -0.014 -0.013
H -5.60264 2.33451 -3.99632 -0.024 -0.013 -0.013
H -4.92216 2.18403 -5.63191 0.021 -0.005 -0.012
C -5.62878 0.42849 2.90818 0.101 -0.093 0.045
O -4.96198 -0.18091 2.08695 0.019 0.037 0.030
N -5.85275 1.75178 2.86252 -0.102 0.061 0.017
C -6.62709 2.45265 3.86795 0.051 0.012 -0.148
C -5.27817 2.48593 1.74906 0.008 -0.147 0.079
H -6.09606 -0.06627 3.77518 -0.019 0.000 -0.024
H -7.49382 2.93566 3.41447 -0.025 0.007 0.038
H -6.01767 3.21482 4.35626 -0.021 0.004 0.036
H -6.97394 1.74741 4.61989 0.000 -0.023 0.005
H -5.66595 2.09708 0.80723 0.030 0.073 -0.050
H -4.19804 2.34370 1.75777 0.030 0.155 -0.069
H -5.51510 3.54248 1.83437 -0.025 0.004 0.044
C 7.40286 -1.39285 -0.80614 0.132 0.043 -0.019
O 6.34556 -1.06599 -0.27031 -0.248 -0.317 0.344
N 7.50072 -2.24747 -1.82458 0.015 -0.045 0.000
C 8.77937 -2.58566 -2.42855 -0.103 -0.017 -0.026
C 6.28784 -2.85625 -2.34972 -0.018 0.079 0.070
H 8.36853 -0.97946 -0.48180 -0.029 0.022 0.008
H 8.78241 -2.31177 -3.48365 0.028 0.005 -0.004
H 8.96655 -3.65628 -2.34173 0.029 0.001 -0.001
H 9.57768 -2.04726 -1.92407 0.003 0.016 0.016
H 5.60220 -2.08704 -2.70384 -0.014 -0.008 -0.015
H 5.78316 -3.42832 -1.57009 -0.005 -0.031 -0.024
H 6.54653 -3.51816 -3.17086 0.023 -0.006 -0.007
```
Forces are in eV/Å.

The value obtained for the molar mass is 586.7 g mol⁻¹. The calculation puts the max |F| at 0.0324 Eh/bohr. The HOMO energy is -10.8 eV. The calculation puts the total energy at -142466.24645 eV. Its charge is +1.

=====

| no. | frontier orbital gap (eV) |
| --- | --- |
| 1 | 4.89 |
| 2 | 9.28 |
| 3 | 10.17 |
| 4 | 6.99 |